The following is a DFT calculation (ωB97M-V with the def2-TZVPD basis set) of a cluster of 5 separate species, C37H71F13N5O5S2 in total in a non-equilibrium geometry.

- net charge = +1
- LUMO level (eV) = -3.476
- spin multiplicity = 1
- orbital gap (eV) = 6.78
- E (Eh) = -4196.5510

Element x y z (Å)
C  -3.77367  -2.53701  -4.27324
C  -4.07338  -1.07591  -3.74755
C  -2.82852  -0.40135  -3.04881
C  -3.23785  0.64037  -1.95109
C  -2.00323  1.30532  -1.25078
N  -1.11226  1.83659  -2.32720
C  -0.78236  0.77281  -3.24580
N  0.45764  0.43569  -3.35879
C  1.53906  1.07694  -2.58294
C  1.72284  0.51986  -1.12514
C  2.69008  1.50637  -0.36188
C  2.51122  1.50655  1.19245
C  3.35803  2.74093  1.74576
C  2.88379  3.22075  3.16369
C  3.31805  4.71672  3.44600
S  2.68619  5.15342  5.11368
C  1.43982  6.43667  5.00318
N  1.19088  7.38401  4.10283
N  0.12043  8.05574  4.63639
C  -0.22968  7.53603  5.79128
O  0.60430  6.45991  6.08096
N  -1.80393  0.09861  -4.01653
C  -2.32536  1.13821  -4.95599
C  -2.49862  0.66267  -6.43457
C  -1.22241  0.18759  -7.17124
F  -0.73894  -0.91889  -6.46185
F  -1.62854  -0.34848  -8.37857
C  -0.01919  1.17193  -7.30523
F  1.08981  0.38974  -7.57666
F  0.30474  1.88254  -6.17828
C  -0.06118  2.20347  -8.53759
F  1.10572  2.92170  -8.38816
F  0.14705  1.43428  -9.65121
C  -1.34502  3.08689  -8.61513
F  -2.31344  2.30547  -9.17168
F  -1.69468  3.47865  -7.34823
S  -1.24526  4.65216  -9.65678
F  -2.48313  5.27324  -8.77267
F  -2.35360  4.05248  -10.70209
F  -0.09558  4.06483  -10.61668
F  -0.21420  5.36899  -8.64817
F  -1.24368  6.00073  -10.54783
H  -2.69583  -2.80414  -4.15058
H  -4.45260  -3.23192  -3.73527
H  -3.95817  -2.53198  -5.37805
H  -4.89874  -1.10172  -2.98824
H  -4.47146  -0.45857  -4.59275
H  -2.33645  -1.24460  -2.48342
H  -3.87106  0.19177  -1.14234
H  -3.84210  1.48594  -2.38897
H  -1.42125  0.57254  -0.63534
H  -2.27001  2.16261  -0.59094
H  -1.53401  2.62357  -2.82244
H  0.67518  -0.30349  -4.03665
H  2.51834  0.93875  -3.11308
H  1.39235  2.17886  -2.51210
H  2.15857  -0.50900  -1.21887
H  0.77779  0.44182  -0.53911
H  2.44701  2.54859  -0.70646
H  3.74005  1.23522  -0.64155
H  2.91985  0.60379  1.70444
H  1.46241  1.70054  1.52805
H  3.14177  3.58699  1.03343
H  4.45226  2.53040  1.77479
H  1.77707  3.11264  3.30133
H  3.40418  2.59315  3.93867
H  3.02600  5.41983  2.63447
H  4.43823  4.69325  3.50833
H  -1.01845  7.83466  6.49790
H  -1.72616  2.08312  -4.84785
H  -3.35208  1.42399  -4.59352
H  -3.08640  1.45394  -6.96328
H  -3.19074  -0.22199  -6.40133
C  -3.00595  -7.47145  -2.17439
C  -2.76688  -6.11060  -2.80569
O  -1.78236  -5.33590  -2.13549
C  -0.48031  -5.89818  -2.06806
C  0.14045  -6.16336  -3.42897
H  -3.30148  -7.35993  -1.12847
H  -3.79540  -8.00378  -2.70803
H  -2.11084  -8.09442  -2.19629
H  -3.69356  -5.53504  -2.76254
H  -2.51351  -6.20872  -3.86650
H  -0.49288  -6.80746  -1.45851
H  0.13815  -5.17572  -1.53058
H  -0.43553  -6.88636  -4.00800
H  1.15208  -6.55642  -3.31364
H  0.18860  -5.24072  -4.01278
C  4.33861  1.23146  8.08997
C  5.36561  1.04763  6.98632
O  5.66937  2.24453  6.28469
C  6.20856  3.30729  7.05886
C  7.51608  2.95712  7.74743
H  3.41107  1.64290  7.68358
H  4.11954  0.27384  8.56650
H  4.68831  1.91670  8.86365
H  4.96693  0.35012  6.24687
H  6.28280  0.59381  7.37589
H  5.46589  3.66174  7.78141
H  6.38327  4.13391  6.36648
H  7.39784  2.13831  8.45873
H  7.90026  3.82132  8.29214
H  8.26272  2.64715  7.01277
C  2.47077  -4.77013  7.49945
C  2.78283  -3.41253  6.89239
O  3.80614  -2.70582  7.57386
C  5.07675  -3.33616  7.63109
C  5.68380  -3.60885  6.26560
H  2.18253  -4.66177  8.54761
H  1.65290  -5.24924  6.95757
H  3.33083  -5.44026  7.46454
H  1.88926  -2.78787  6.94792
H  3.02954  -3.50597  5.82916
H  5.01649  -4.25443  8.22459
H  5.73164  -2.65657  8.18052
H  5.07110  -4.29082  5.67371
H  6.67361  -4.05582  6.37372
H  5.78015  -2.67957  5.69887
C  -7.33698  0.22464  1.32637
C  -7.13000  -0.76570  0.19299
O  -5.89981  -1.47219  0.27052
C  -5.69936  -2.26271  1.43497
C  -6.74469  -3.34803  1.62153
H  -6.51907  0.94922  1.35458
H  -8.27778  0.76181  1.19362
H  -7.36983  -0.26886  2.29834
H  -7.11196  -0.22004  -0.75306
H  -7.96673  -1.46794  0.12860
H  -5.63645  -1.62143  2.32038
H  -4.71890  -2.73073  1.32292
H  -7.74668  -2.93480  1.74563
H  -6.51664  -3.94491  2.50610
H  -6.76841  -4.00803  0.75148